This record from OMol25 describes a 2-piece molecular cluster, C10H16S overall in a non-equilibrium geometry. The level of theory is ωB97M-V/def2-TZVPD.

Results
maximum force = 0.0534 Eh/bohr
E_HOMO = -8.2792 eV
relative energy (zero: lowest compared OMol25 entry of this formula, charge and spin) = 100.49 kJ/mol
orbital gap = 0.33597 Eh
E = -21463.8082 eV
SMILES = Cc1ccccc1.CCSC
lowest unoccupied orbital energy = 0.86 eV

Each atom is followed by the atoms it is bonded to, with distances in Å.
Positions of all 27 atoms, in Å:
1 C -1.57 -2.23 0.30  C2 1.495, H8 1.092, H9 1.102, H10 1.091
2 C -1.61 -0.87 0.94  C1 1.495, C3 1.397, C7 1.406
3 C -2.29 0.15 0.26  C2 1.397, C4 1.398, H11 1.079
4 C -2.11 1.45 0.74  C3 1.398, C5 1.377, H12 1.089
5 C -1.41 1.71 1.89  C4 1.377, C6 1.402, H13 1.082
6 C -1.09 0.62 2.72  C5 1.402, C7 1.386, H14 1.085
7 C -1.10 -0.67 2.23  C2 1.406, C6 1.386, H15 1.081
8 H -2.33 -2.92 0.67  C1 1.092
9 H -0.64 -2.81 0.41  C1 1.102
10 H -1.60 -2.12 -0.79  C1 1.091
11 H -2.79 -0.09 -0.67  C3 1.079
12 H -2.73 2.27 0.37  C4 1.089
13 H -1.17 2.65 2.38  C5 1.082
14 H -0.76 0.84 3.73  C6 1.085
15 H -0.60 -1.47 2.76  C7 1.081
16 C 2.44 -0.71 -2.37  C17 1.587, H20 1.091, H21 1.079, H22 1.086
17 C 2.76 -0.31 -0.87  C16 1.587, S18 1.835, H23 1.083, H24 1.088
18 S 2.66 1.51 -0.62  C17 1.835, C19 1.835
19 C 0.94 1.74 -1.22  S18 1.835, H25 1.089, H26 1.082, H27 1.096
20 H 3.16 -1.51 -2.54  C16 1.091
21 H 2.53 0.15 -3.02  C16 1.079
22 H 1.48 -1.22 -2.36  C16 1.086
23 H 2.18 -0.84 -0.13  C17 1.083
24 H 3.82 -0.52 -0.76  C17 1.088
25 H 0.39 0.96 -0.70  C19 1.089
26 H 0.62 2.77 -1.08  C19 1.082
27 H 0.80 1.48 -2.27  C19 1.096

***

This record from OMol25 describes a 3-piece molecular cluster, C10H23Cl4N overall in a non-equilibrium geometry. The level of theory is ωB97M-V/def2-TZVPD.

Results
maximum force = 0.3552 Eh/bohr
E_HOMO = -8.4515 eV
relative energy (zero: lowest compared OMol25 entry of this formula, charge and spin) = 562.29 kJ/mol
orbital gap = 0.33249 Eh
E = -62314.0968 eV
SMILES = CCN(CC)CC.ClCCCl.ClCCCl
lowest unoccupied orbital energy = 0.60 eV

Each atom is followed by the atoms it is bonded to, with distances in Å.
Positions of all 38 atoms, in Å:
1 C 33.09 42.66 19.16  C2 1.565, H8 1.043, H9 1.198, H10 1.204
2 C 31.98 43.24 18.23  C1 1.565, N3 1.528, H11 0.993, H12 1.029
3 N 31.00 44.21 18.89  C2 1.528, C4 1.343, C6 1.423
4 C 31.50 45.26 19.57  N3 1.343, C5 1.412, H13 1.022, H14 1.170
5 C 32.46 46.02 18.87  C4 1.412, H15 1.018, H16 1.112, H17 1.070
6 C 29.99 44.50 17.93  N3 1.423, C7 1.480, H18 1.007, H19 1.072
7 C 28.64 44.72 18.49  C6 1.480, H20 1.027, H21 1.178, H22 0.906
8 H 33.98 43.18 18.99  C1 1.043
9 H 33.56 41.64 18.74  C1 1.198
10 H 32.59 42.42 20.23  C1 1.204
11 H 31.36 42.52 17.94  C2 0.993
12 H 32.38 43.56 17.34  C2 1.029
13 H 32.30 45.06 20.17  C4 1.022
14 H 30.60 45.55 20.24  C4 1.170
15 H 33.04 45.60 18.15  C5 1.018
16 H 33.11 46.50 19.64  C5 1.112
17 H 32.04 46.88 18.40  C5 1.070
18 H 29.81 43.87 17.17  C6 1.007
19 H 30.19 45.38 17.35  C6 1.072
20 H 28.71 45.49 19.17  C7 1.027
21 H 28.37 43.73 19.06  C7 1.178
22 H 28.13 45.05 17.82  C7 0.906
23 Cl 28.54 46.50 22.72  C24 1.721
24 C 29.78 45.88 23.74  Cl23 1.721, C25 1.583, H27 1.011, H28 1.036
25 C 29.97 44.36 23.32  C24 1.583, Cl26 1.703, H29 1.143, H30 1.112
26 Cl 28.60 43.37 23.48  C25 1.703
27 H 29.30 45.92 24.62  C24 1.011
28 H 30.62 46.45 23.49  C24 1.036
29 H 30.90 44.13 23.96  C25 1.143
30 H 30.42 44.33 22.31  C25 1.112
31 Cl 28.74 40.82 18.24  C32 1.816
32 C 29.51 41.89 19.49  Cl31 1.816, C33 1.568, H35 0.969, H36 1.104
33 C 29.36 41.31 20.94  C32 1.568, Cl34 1.714, H37 0.843, H38 1.153
34 Cl 27.76 41.25 21.54  C33 1.714
35 H 29.11 42.77 19.41  C32 0.969
36 H 30.53 41.90 19.06  C32 1.104
37 H 29.67 41.75 21.58  C33 0.843
38 H 29.84 40.26 20.94  C33 1.153

***

This record from OMol25 describes an isolated molecule of C9H11N in a non-equilibrium geometry. The level of theory is ωB97M-V/def2-TZVPD.

Results
maximum force = 0.0841 Eh/bohr
E_HOMO (spin up / spin down) = -5.6197 / -7.7280 eV
relative energy (zero: lowest compared OMol25 entry of this formula, charge and spin) = 110.84 kJ/mol
orbital gap (spin up / spin down) = 0.23764 / 0.20666 Eh
spin multiplicity = 3
E = -10994.9685 eV
lowest unoccupied orbital energy (spin up / spin down) = 0.85 / -2.10 eV

Each atom is followed by the atoms it is bonded to, with distances in Å.
Positions of all 21 atoms, in Å:
1 C -1.35 -1.73 0.28  C3 1.386, N10 1.456, H11 1.073
2 C -0.06 0.39 0.09  C3 1.442, C5 1.471, C7 1.381
3 C -0.14 -1.05 0.12  C1 1.386, C2 1.442, C8 1.500
4 C -2.72 0.35 0.25  C5 1.517, N10 1.340
5 C -1.39 1.00 -0.06  C2 1.471, C4 1.517, C6 1.366
6 C -1.47 2.17 -0.76  C5 1.366, H12 1.092, H13 1.057
7 C 1.03 1.18 0.39  C2 1.381, C9 1.461, H14 1.119
8 C 0.96 -1.76 -0.62  C3 1.500, H15 1.083, H16 1.072, H17 1.096
9 C 2.42 0.79 0.60  C7 1.461, H18 1.098, H19 1.044, H20 1.117
10 N -2.49 -0.91 0.65  C1 1.456, C4 1.340, H21 0.971
11 H -1.45 -2.79 0.20  C1 1.073
12 H -0.65 2.70 -1.25  C6 1.092
13 H -2.37 2.73 -0.75  C6 1.057
14 H 0.73 2.26 0.34  C7 1.119
15 H 1.74 -2.02 0.08  C8 1.083
16 H 0.56 -2.71 -0.89  C8 1.072
17 H 1.53 -1.15 -1.33  C8 1.096
18 H 3.01 0.94 -0.32  C9 1.098
19 H 2.41 -0.25 0.73  C9 1.044
20 H 2.97 1.31 1.42  C9 1.117
21 H -3.27 -1.47 0.82  N10 0.971